(1)
{"formula": "C37H47Cl2F27O18", "method": "wB97M-V/def2-TZVPD", "species": ["C", "C", "O", "C", "O", "C", "F", "F", "F", "H", "H", "H", "H", "H", "C", "C", "O", "C", "O", "C", "F", "F", "F", "H", "H", "H", "H", "H", "C", "C", "O", "C", "O", "C", "F", "F", "F", "H", "H", "H", "H", "H", "C", "C", "O", "C", "O", "C", "F", "F", "F", "H", "H", "H", "H", "H", "C", "C", "O", "C", "O", "C", "F", "F", "F", "H", "H", "H", "H", "H", "C", "C", "O", "C", "O", "C", "F", "F", "F", "H", "H", "H", "H", "H", "C", "C", "O", "C", "O", "C", "F", "F", "F", "H", "H", "H", "H", "H", "C", "C", "O", "C", "O", "C", "F", "F", "F", "H", "H", "H", "H", "H", "C", "C", "O", "C", "O", "C", "F", "F", "F", "H", "H", "H", "H", "H", "Cl", "C", "Cl", "H", "H"], "xyz": [[19.590, 10.019, 16.566], [20.062, 11.348, 16.120], [19.963, 12.356, 17.247], [20.843, 12.124, 18.274], [21.677, 11.287, 18.314], [20.521, 13.007, 19.466], [20.628, 12.249, 20.578], [21.373, 14.008, 19.532], [19.274, 13.484, 19.380], [20.423, 9.363, 16.902], [19.211, 9.456, 15.705], [18.841, 10.009, 17.401], [19.382, 11.900, 15.451], [21.098, 11.379, 15.762], [12.210, 8.152, 16.134], [13.641, 8.623, 16.336], [14.040, 9.238, 15.095], [15.363, 9.379, 14.874], [16.289, 9.024, 15.502], [15.570, 10.376, 13.670], [14.731, 10.083, 12.648], [15.313, 11.636, 14.038], [16.818, 10.315, 13.233], [11.620, 9.032, 15.954], [11.847, 7.656, 17.035], [12.160, 7.444, 15.323], [14.421, 7.878, 16.546], [13.750, 9.435, 17.057], [11.167, 11.765, 13.194], [11.576, 13.050, 13.824], [11.075, 13.189, 15.181], [11.710, 12.506, 16.115], [12.685, 11.825, 15.889], [11.122, 12.718, 17.581], [11.167, 11.596, 18.257], [11.832, 13.602, 18.276], [9.820, 13.117, 17.515], [11.746, 10.969, 13.641], [11.410, 11.932, 12.147], [10.100, 11.565, 13.323], [11.039, 13.884, 13.395], [12.620, 13.309, 13.874], [15.091, 16.377, 20.805], [15.854, 17.306, 19.930], [15.718, 18.742, 20.326], [16.556, 19.151, 21.283], [17.427, 18.553, 21.844], [16.388, 20.653, 21.628], [16.949, 21.324, 20.645], [15.088, 20.941, 21.740], [17.003, 20.937, 22.793], [15.451, 15.390, 20.693], [14.013, 16.366, 20.668], [15.340, 16.593, 21.838], [15.479, 17.328, 18.906], [16.928, 17.178, 19.851], [14.094, 12.113, 21.899], [13.155, 11.324, 21.013], [11.747, 11.694, 21.141], [11.105, 11.120, 22.124], [11.477, 10.368, 22.962], [9.527, 11.486, 21.986], [9.080, 11.155, 20.797], [8.852, 10.828, 22.917], [9.295, 12.796, 22.181], [13.918, 13.221, 21.874], [15.107, 11.904, 21.535], [14.007, 11.803, 22.925], [13.219, 10.252, 21.131], [13.341, 11.544, 19.988], [16.134, 20.358, 16.661], [16.277, 19.300, 15.637], [17.110, 19.728, 14.515], [16.442, 20.223, 13.435], [15.301, 20.273, 13.279], [17.461, 20.846, 12.439], [17.063, 20.484, 11.204], [17.391, 22.161, 12.502], [18.700, 20.438, 12.623], [15.564, 19.875, 17.472], [15.482, 21.166, 16.335], [17.122, 20.611, 17.068], [15.305, 19.002, 15.242], [16.856, 18.483, 16.021], [19.878, 12.839, 8.300], [19.649, 14.221, 8.928], [18.636, 14.157, 10.014], [19.155, 13.988, 11.208], [20.304, 14.076, 11.526], [18.080, 13.638, 12.306], [16.905, 13.315, 11.789], [18.482, 12.564, 13.043], [17.942, 14.616, 13.211], [20.402, 12.148, 8.975], [20.403, 12.985, 7.365], [18.935, 12.391, 8.042], [19.122, 14.812, 8.181], [20.523, 14.634, 9.347], [15.707, 12.747, 17.983], [16.608, 13.432, 16.999], [15.879, 13.925, 15.791], [15.369, 15.138, 15.862], [15.383, 15.869, 16.791], [14.779, 15.521, 14.461], [13.606, 16.062, 14.598], [15.559, 16.412, 13.836], [14.679, 14.445, 13.683], [15.025, 13.459, 18.435], [16.261, 12.285, 18.795], [15.133, 11.991, 17.429], [17.288, 12.784, 16.496], [17.218, 14.248, 17.412], [7.829, 19.395, 18.871], [8.958, 19.494, 17.855], [10.044, 18.629, 18.333], [11.055, 18.619, 17.445], [11.096, 19.182, 16.373], [12.230, 17.603, 17.899], [11.911, 16.471, 17.302], [13.378, 18.020, 17.505], [12.223, 17.428, 19.235], [7.059, 20.095, 18.544], [8.215, 19.669, 19.855], [7.420, 18.405, 18.985], [9.399, 20.468, 17.620], [8.654, 19.079, 16.917], [17.850, 17.385, 10.759], [16.084, 17.573, 10.622], [15.319, 16.029, 10.213], [15.674, 17.883, 11.595], [15.890, 18.346, 9.882]], "mulliken_charge": [-1.104, 0.080, -0.239, 0.258, -0.488, 0.860, -0.265, -0.258, -0.145, 0.411, 0.301, 0.285, -0.115, 0.476, -1.103, -0.143, -0.189, 0.283, -0.507, 0.848, -0.298, 0.015, -0.225, 0.174, 0.394, 0.350, 0.504, 0.038, -1.147, 0.338, -0.332, 0.250, -0.336, 0.694, -0.230, -0.107, -0.290, 0.162, 0.409, 0.345, 0.371, -0.178, -0.988, 0.117, -0.244, 0.220, -0.520, 0.892, -0.232, -0.244, -0.246, 0.234, 0.263, 0.463, -0.182, 0.506, -1.126, 0.116, -0.159, 0.266, -0.515, 0.852, -0.223, -0.247, -0.268, 0.184, 0.368, 0.419, 0.424, -0.072, -1.103, 0.062, -0.332, 0.347, -0.469, 0.811, -0.234, -0.261, -0.230, 0.172, 0.347, 0.361, 0.311, 0.219, -1.172, -0.254, -0.165, -0.095, -0.542, 1.278, -0.226, -0.272, -0.214, 0.303, 0.406, 0.315, 0.275, 0.402, -0.363, -0.380, 0.232, 0.245, -0.597, 0.581, -0.225, -0.183, -0.153, 0.134, 0.647, -0.186, -0.330, 0.407, -1.186, -0.234, -0.194, 0.165, -0.562, 0.934, -0.170, -0.153, -0.308, 0.377, 0.321, 0.318, 0.341, 0.307, -0.169, 0.015, -0.154, -0.172, 0.447], "largest_force_ev_per_a": 5.06, "smiles": "CCOC(=O)C(F)(F)F.CCOC(=O)C(F)(F)F.CCOC(=O)C(F)(F)F.CCOC(=O)C(F)(F)F.CCOC(=O)C(F)(F)F.CCOC(=O)C(F)(F)F.CCOC(=O)C(F)(F)F.CCOC(=O)C(F)(F)F.CCOC(=O)C(F)(F)F.ClCCl", "e_above_lowest_kcal_mol": 0.00, "gap_ev": 11.31, "homo_ev": -10.979, "total_energy_ev": -174405.5336, "charge": 0}

***

(2)
{"formula": "C37H47CoGeNO7", "method": "wB97M-V/def2-TZVPD", "species": ["Co", "C", "C", "O", "C", "C", "O", "C", "C", "O", "C", "C", "O", "C", "C", "O", "H", "H", "H", "H", "H", "H", "H", "H", "H", "H", "H", "H", "H", "H", "H", "H", "H", "H", "H", "H", "C", "C", "C", "C", "C", "C", "N", "H", "H", "H", "H", "H", "H", "H", "H", "O", "C", "O", "C", "C", "Ge", "C", "C", "C", "C", "C", "C", "C", "C", "C", "C", "C", "C", "C", "C", "C", "C", "C", "C", "H", "H", "H", "H", "H", "H", "H", "H", "H", "H", "H", "H", "H", "H", "H", "H", "H", "H", "H"], "xyz": [[-2.046, -0.141, -0.163], [-4.727, -1.860, -1.162], [-4.029, -1.412, -2.455], [-3.260, -0.235, -2.254], [-3.825, 0.994, -2.685], [-4.993, 1.483, -1.851], [-4.667, 1.903, -0.534], [-4.172, 3.216, -0.378], [-2.651, 3.272, -0.324], [-2.074, 2.216, 0.422], [-2.036, 2.305, 1.839], [-3.259, 1.664, 2.443], [-3.381, 0.370, 1.877], [-4.682, -0.172, 2.055], [-4.884, -1.332, 1.116], [-4.387, -0.940, -0.145], [-4.392, -2.865, -0.885], [-5.816, -1.873, -1.279], [-4.752, -1.261, -3.258], [-3.325, -2.181, -2.762], [-4.163, 0.896, -3.722], [-2.998, 1.703, -2.661], [-5.719, 0.679, -1.731], [-5.482, 2.298, -2.397], [-4.592, 3.597, 0.554], [-4.516, 3.874, -1.184], [-2.348, 4.238, 0.092], [-2.219, 3.177, -1.319], [-1.942, 3.342, 2.170], [-1.145, 1.751, 2.134], [-4.160, 2.238, 2.216], [-3.155, 1.606, 3.532], [-5.419, 0.606, 1.838], [-4.816, -0.509, 3.087], [-5.958, -1.537, 1.057], [-4.374, -2.239, 1.444], [-0.850, -2.303, -2.288], [-1.422, -2.867, -1.016], [-1.636, -4.190, -0.692], [-1.955, -4.230, 0.694], [-1.933, -2.927, 1.143], [-1.989, -2.455, 2.572], [-1.642, -2.086, 0.093], [-0.906, -3.049, -3.083], [0.205, -2.045, -2.149], [-1.345, -1.392, -2.629], [-1.516, -5.033, -1.362], [-2.119, -5.108, 1.305], [-1.308, -3.046, 3.188], [-2.978, -2.544, 3.034], [-1.678, -1.413, 2.645], [-0.915, 0.935, -1.611], [0.037, 1.075, -0.779], [0.011, 0.467, 0.320], [1.158, 2.041, -1.112], [2.206, 2.206, -0.004], [3.493, 0.730, 0.171], [4.391, 0.973, 1.900], [4.675, -0.085, 2.764], [5.323, 0.135, 3.975], [5.700, 1.420, 4.340], [5.433, 2.485, 3.488], [4.785, 2.259, 2.281], [4.855, 1.054, -1.208], [5.996, 0.245, -1.252], [6.984, 0.448, -2.205], [6.849, 1.467, -3.140], [5.730, 2.286, -3.108], [4.743, 2.079, -2.148], [2.938, -1.124, -0.001], [2.123, -1.725, 0.964], [1.779, -3.064, 0.865], [2.234, -3.822, -0.208], [3.028, -3.235, -1.182], [3.378, -1.893, -1.078], [0.651, 2.985, -1.334], [1.614, 1.716, -2.052], [1.697, 2.346, 0.950], [2.828, 3.087, -0.182], [4.397, -1.097, 2.487], [5.535, -0.700, 4.632], [6.205, 1.592, 5.284], [5.734, 3.489, 3.763], [4.591, 3.101, 1.622], [6.117, -0.550, -0.522], [7.861, -0.189, -2.220], [7.617, 1.624, -3.889], [5.623, 3.087, -3.829], [3.880, 2.736, -2.136], [1.722, -1.130, 1.778], [1.135, -3.515, 1.609], [1.946, -4.862, -0.295], [3.366, -3.817, -2.032], [3.988, -1.443, -1.852]], "mulliken_spin": [2.583, 0.007, 0.001, 0.030, 0.006, 0.000, 0.005, -0.003, 0.009, 0.027, 0.013, 0.000, 0.039, 0.004, 0.001, 0.013, -0.001, 0.001, 0.001, 0.000, 0.003, -0.004, -0.001, 0.000, 0.000, 0.000, 0.001, -0.002, 0.001, -0.009, -0.002, 0.001, 0.000, -0.001, 0.001, -0.002, 0.011, 0.042, 0.002, 0.003, -0.005, 0.008, 0.066, 0.000, 0.002, -0.001, 0.000, 0.000, 0.000, 0.000, 0.000, 0.059, 0.000, 0.090, -0.002, 0.004, -0.001, 0.000, 0.000, 0.000, 0.000, 0.000, 0.000, 0.000, 0.000, 0.000, 0.000, 0.000, 0.000, 0.000, 0.001, 0.000, 0.000, 0.000, -0.001, 0.002, 0.002, 0.000, -0.001, 0.000, 0.000, 0.000, 0.000, 0.000, 0.000, 0.000, 0.000, 0.000, 0.000, 0.001, 0.000, 0.000, 0.000, 0.000], "largest_force_ev_per_a": 0.50, "gap_ev": [6.93, 6.92], "homo_ev": [-6.490, -6.489], "total_energy_ev": -149096.2639, "charge": 0, "multiplicity": 4}